Formula: C23H44BCl2FeN7O2S3Sb
Source: OMol25
Level of theory: ωB97M-V with the def2-TZVPD basis set

strongest force on any atom	0.96	eV/A
charge	0
M	806.2	g mol⁻¹
⟨S²⟩	0.77
electronic energy	-138243.2974	eV
multiplicity	2
HOMO (spin up / spin down)	-7.72 / -7.76	eV
lowest unoccupied orbital energy (spin up / spin down)	0.27 / -2.10	eV
gap between HOMO and LUMO (spin up / spin down)	7.99 / 5.66	eV

Each line ends with the Mulliken charge.
Geometry (Å):
Fe 0.223 -0.351 0.917  2.3807
C -2.678 3.263 0.807  -0.8873
N -2.653 2.644 2.117  0.3280
C -2.943 3.284 3.308  -0.5890
C -2.984 2.321 4.255  -0.6496
N -2.717 1.112 3.651  0.2929
B -3.028 -0.255 4.341  0.0675
N -1.782 -1.216 4.376  0.3741
C -1.828 -2.501 4.000  -0.5959
C -0.657 -3.117 4.391  -0.2314
N 0.084 -2.189 5.017  0.3866
C 1.402 -2.400 5.600  -0.8620
C -0.600 -0.997 5.022  -0.2907
S -0.066 0.405 5.736  -0.1559
C -2.498 1.319 2.348  -0.4445
S -2.168 0.141 1.131  -0.4059
H -2.899 4.321 0.937  0.3437
H -3.447 2.803 0.189  0.3695
H -1.721 3.145 0.306  0.1820
H -3.116 4.343 3.364  0.4526
H -3.169 2.389 5.311  0.5152
H -3.896 -0.807 3.710  -0.1403
H -3.335 -0.026 5.486  -0.1716
H -2.673 -2.901 3.468  0.4933
H -0.305 -4.121 4.228  0.5001
H 1.788 -3.346 5.232  0.3350
H 1.327 -2.414 6.686  0.2991
H 2.060 -1.591 5.296  0.3179
N 2.198 -0.686 0.551  -0.0232
N 2.873 0.129 1.505  -0.3244
C 2.245 0.053 2.783  0.1647
O 2.847 0.467 3.759  -0.7287
O 1.056 -0.434 2.721  -0.4124
H 2.313 -1.677 0.776  0.3281
H 2.623 -0.520 -0.355  -0.2200
H 3.876 0.003 1.557  0.3029
S -0.581 -2.597 0.843  -0.3772
C 0.828 -3.426 1.223  0.5682
N 1.814 -3.991 1.461  -0.7802
C -2.567 -0.898 -2.525  -1.8406
C -1.598 0.200 -2.966  1.9581
C -1.678 0.356 -4.482  -1.5046
C -1.980 1.517 -2.300  -1.7666
Sb 0.360 -0.326 -2.077  -0.0654
C 1.009 -2.180 -3.099  1.5836
C 0.111 -3.333 -2.657  -1.3639
C 2.435 -2.503 -2.644  -1.6596
C 0.967 -2.039 -4.618  -1.7243
C 1.707 1.274 -2.850  2.1893
C 3.158 0.796 -2.890  -1.9753
C 1.614 2.404 -1.828  -1.9034
C 1.337 1.799 -4.233  -1.8471
H -3.592 -0.573 -2.738  0.4918
H -2.503 -1.110 -1.455  0.3003
H -2.402 -1.826 -3.071  0.3730
H -2.728 0.515 -4.758  0.4932
H -1.338 -0.529 -5.014  0.1663
H -1.117 1.208 -4.850  0.2717
H -3.021 1.761 -2.551  0.6204
H -1.355 2.343 -2.649  0.1673
H -1.909 1.450 -1.216  0.0273
H 0.247 -3.572 -1.605  0.1049
H 0.380 -4.221 -3.244  0.4782
H -0.947 -3.140 -2.820  0.1417
H 2.503 -2.601 -1.557  0.2100
H 3.167 -1.777 -2.983  0.2835
H 2.723 -3.474 -3.064  0.5284
H -0.053 -2.031 -4.995  0.3026
H 1.474 -2.902 -5.066  0.5347
H 1.474 -1.140 -4.974  0.2353
H 3.497 0.368 -1.943  0.3179
H 3.805 1.657 -3.095  0.5375
H 3.328 0.070 -3.684  0.4256
H 1.993 2.081 -0.857  0.0943
H 0.592 2.767 -1.696  0.3893
H 2.230 3.247 -2.169  0.4740
H 1.261 1.011 -4.981  0.3296
H 2.118 2.495 -4.566  0.5119
H 0.400 2.353 -4.217  0.3526
Cl 2.958 3.722 2.059  -0.1284
C 1.371 3.712 1.314  -0.5653
Cl 0.551 2.137 1.480  0.0491
H 1.474 3.929 0.258  0.2602
H 0.734 4.425 1.823  0.4289